13
Properties=species:S:1:pos:R:3:forces:R:3:lowdin_spin:R:1 method="wB97M-V/def2-TZVPD" gap_ev="7.19 / 8.81" s2=0.7586 homo_ev="-7.85 / -9.47" spin_multiplicity=2 total_charge=0 total_energy_ev=-29738.62223 e_lumo_ha="-0.024 / -0.024"
C 4.18621 1.46086 5.18646 0.43 0.24 0.28 0.3160
C 4.24187 2.52254 6.12392 0.08 0.03 0.01 0.1630
O 5.03274 3.49812 6.04903 -0.21 -0.19 -0.02 0.2677
O 3.59681 0.33584 5.45934 0.31 -0.89 2.24 0.2271
H 4.72548 1.53729 4.23379 -0.34 0.04 0.19 0.0138
H 3.55091 2.42940 6.98539 0.17 -0.09 -0.14 0.0025
H 3.66879 0.07314 6.58557 -0.43 0.57 -1.49 0.0051
O 5.63834 -1.18871 8.80293 0.20 -0.60 0.71 -0.0002
C 4.87963 -0.07865 8.67301 -0.35 -0.03 -2.39 0.0002
O 5.38574 1.01525 8.96832 0.22 0.60 0.74 0.0034
O 3.79399 -0.28111 8.05374 0.13 0.35 -0.14 0.0005
K 6.26105 3.27853 8.31067 -0.10 -0.13 0.04 0.0010
H 6.44277 -0.95462 9.28288 -0.10 0.10 -0.03 0.0000